# 1
The following is a quantum chemistry calculation of a structure of composition C44H53IrN7O5PS3 in a non-equilibrium geometry, from the Open Molecules 2025 dataset.

The energy above the lowest of the compared OMol25 structures with the same formula, charge and spin is 7.3 kcal per mole. As for the frontier orbital gap (alpha / beta): 5.1649 / 5.9441 eV. As for the expectation value of S²: 8.825.

The geometry in ORCA input format:
```
! RIJCOSX wB97M-V def2-TZVPD def2/J DEFGRID3
* xyz 1 6
C -2.65474 1.13463 -4.06192
O 2.50616 2.31990 4.58751
H -3.28429 1.96365 -4.36469
H -4.40219 -5.89887 1.26864
H 4.15023 -1.27269 1.11586
C -2.77031 0.65896 -2.76075
C -1.99036 -2.36033 0.78157
H -2.03058 -1.65461 4.92879
C 2.25504 2.26859 1.30162
H -0.01956 -0.45148 4.44892
N -0.38204 2.18451 2.48058
H 0.17956 2.93988 2.11112
H 4.87071 6.74791 2.47606
C 0.02488 2.12721 -2.17856
C 2.70027 -1.38993 -0.31212
H 1.29427 -1.61180 4.57236
C -0.49553 -2.40677 -3.02276
H 2.98682 0.04210 1.12520
C 4.32323 5.85708 2.20295
H -2.24139 5.16829 -1.80497
H -4.81103 -0.27845 2.85824
C -4.04505 -0.76922 2.25821
C -3.01636 -4.53242 0.38349
C 0.84179 -2.94017 2.15986
H -3.97263 -0.22764 1.32047
C 3.64923 3.63559 2.64322
H -2.54036 0.23117 3.41651
C -2.84083 2.22736 2.05787
H 5.67264 -1.59152 -0.64042
H 0.48501 -2.41062 -3.49666
C -1.19069 -1.10398 -3.30149
C 6.55628 -4.70720 0.34697
C 2.92774 3.60202 1.46746
C -0.84433 5.12578 -4.14938
H -0.74425 1.74795 -6.44188
C -2.73125 -0.77460 3.04070
C -1.53190 3.33451 -0.97218
C -1.09312 -0.57610 -4.58680
C -1.56181 4.33381 -1.92385
N 3.17993 -2.53323 -0.85184
H 7.42339 -5.27247 0.65450
C 4.35844 4.74840 3.04291
C 5.32047 -5.32883 0.24221
C -2.32350 -1.95625 -0.55582
C 2.88325 4.70591 0.63644
O 4.60804 1.37994 3.68819
H -2.04119 -3.96059 2.18948
C -2.87608 -1.70102 4.24793
H -3.02366 -2.73753 3.94472
C -1.78960 0.55490 -4.98213
H -1.87503 2.39343 3.96875
N -0.77100 2.24684 -1.10199
C -0.78145 4.17398 -3.08305
C -3.41556 -4.10420 -0.88985
H -1.68438 3.78705 2.93042
C -1.97034 -0.42409 -2.36538
H -1.07512 -3.22840 -3.44742
S 1.28398 -0.72885 -0.97894
H 7.63784 -2.87105 0.11063
C 6.67538 -3.35854 0.04773
C -3.38166 -5.89483 0.88357
C -1.67430 2.69170 2.93769
H -0.46144 -1.08747 -5.30273
H 1.68012 -3.26688 2.77620
Ir -0.52902 0.71727 0.52162
H -4.11817 2.21963 -2.18368
H -3.76453 -1.40439 4.80742
H -2.72192 -6.20927 1.68968
H -3.53020 1.25121 -0.81574
H -0.69845 -2.73957 3.63665
H -4.36671 -1.79365 2.06114
P -1.27014 -1.14472 1.93852
H 0.71690 2.89770 -4.03323
H 3.23570 -5.07636 -0.20274
H 2.31616 4.67023 -0.28319
H 0.34546 -3.82607 1.75980
H -3.40111 -2.54061 -2.33720
H -3.99769 -4.77027 -1.51163
H 4.91774 4.76162 3.96646
H 5.22182 -6.38167 0.46640
N -1.90872 -0.76204 -0.99139
C 0.05344 3.05095 -3.19474
C 4.32951 -3.25129 -0.43366
H -3.33371 -6.63474 0.08647
C -2.31665 -3.63729 1.19461
H 2.53651 -2.98974 -1.48318
N 3.34571 -0.82849 0.70189
H -2.49710 1.71254 -6.65453
C 5.56848 -2.62900 -0.35829
O -3.97760 2.55359 2.35141
S 3.38006 2.08760 3.46741
C -0.10132 -2.08624 2.99219
H 0.16454 1.75850 3.22059
H 1.27744 -0.43780 3.24853
H 3.58735 6.71741 0.38869
S -1.08626 6.75151 -3.72051
N 2.52875 1.39988 2.25913
H -1.51165 0.32220 -7.10633
H -0.65067 5.39633 -6.17128
O -2.52977 1.54123 1.02140
C -3.82819 1.21780 -1.86179
H -0.68179 3.75439 -5.61418
H 0.65411 1.25140 -2.21823
C 0.65193 -1.08523 3.86499
C -1.63293 1.11420 -6.36866
H -4.72270 0.59108 -1.91778
O 1.46813 2.05557 0.36434
H -2.17574 3.36083 -0.10971
C 3.59376 5.83789 1.01842
H 1.23706 -2.37040 1.32251
C -3.08304 -2.85960 -1.35574
C 4.20454 -4.60255 -0.13771
H -0.35607 -2.59522 -1.96273
N -0.67898 4.74315 -5.40037
*
```

Results of the Mulliken charge analysis, in e, for atoms 1 through 99: atom 1 (C): -0.432, atom 2 (O): -0.661, atom 3 (H): 0.417, atom 4 (H): 0.326, atom 5 (H): 0.426, atom 6 (C): 0.055, atom 7 (C): -0.199, atom 8 (H): 0.363, atom 9 (C): -0.130, atom 10 (H): 0.302, atom 11 (N): -0.383, atom 12 (H): 0.169, atom 13 (H): 0.404, atom 14 (C): -0.059, atom 15 (C): -1.020, atom 16 (H): 0.621, atom 17 (C): -1.846, atom 18 (H): -0.362, atom 19 (C): -0.537, atom 20 (H): 0.506, atom 21 (H): 0.533, atom 22 (C): -1.851, atom 23 (C): 0.530, atom 24 (C): -1.464, atom 25 (H): 0.210, atom 26 (C): 0.065, atom 27 (H): 0.200, atom 28 (C): 0.592, atom 29 (H): 0.549, atom 30 (H): 0.584, atom 31 (C): 1.544, atom 32 (C): -0.483, atom 33 (C): 0.334, atom 34 (C): 0.143, atom 35 (H): 0.239, atom 36 (C): 1.146, atom 37 (C): -1.080, atom 38 (C): -1.117, atom 39 (C): -1.166, atom 40 (N): 0.125, atom 41 (H): 0.400, atom 42 (C): -0.826, atom 43 (C): -0.591, atom 44 (C): -0.934, atom 45 (C): -0.338, atom 46 (O): -0.710, atom 47 (H): 0.374, atom 48 (C): -1.520, atom 49 (H): 0.243, atom 50 (C): 0.516, atom 51 (H): 0.406, atom 52 (N): 0.722, atom 53 (C): 0.714, atom 54 (C): -1.118, atom 55 (H): 0.412, atom 56 (C): 0.036, atom 57 (H): 0.464, atom 58 (S): 0.448, atom 59 (H): 0.396, atom 60 (C): -0.660, atom 61 (C): -1.783, atom 62 (C): -1.130, atom 63 (H): 0.549, atom 64 (H): 0.554, atom 65 (Ir): 4.371, atom 66 (H): 0.544, atom 67 (H): 0.482, atom 68 (H): 0.408, atom 69 (H): -0.408, atom 70 (H): 0.939, atom 71 (H): 0.371, atom 72 (P): 0.025, atom 73 (H): 0.819, atom 74 (H): 0.412, atom 75 (H): 0.697, atom 76 (H): 0.288, atom 77 (H): 0.689, atom 78 (H): 0.472, atom 79 (H): 0.485, atom 80 (H): 0.381, atom 81 (N): 1.206, atom 82 (C): -1.559, atom 83 (C): 0.167, atom 84 (H): 0.437, atom 85 (C): -0.490, atom 86 (H): 0.292, atom 87 (N): 0.174, atom 88 (H): 0.415, atom 89 (C): -0.072, atom 90 (O): -0.714, atom 91 (S): 1.121, atom 92 (C): 1.002, atom 93 (H): 0.141, atom 94 (H): 0.184, atom 95 (H): 0.434, atom 96 (S): -0.069, atom 97 (N): -0.347, atom 98 (H): 0.457, atom 99 (H): 0.196

# 2
The following is a quantum chemistry calculation of a structure of composition C44H54F2NO3P2RuSSi, from the Open Molecules 2025 dataset.

The energy above the lowest of the compared OMol25 structures with the same formula, charge and spin is 4.9 kcal per mole. As for the frontier orbital gap (alpha / beta): 6.8513 / 6.0888 eV. As for the expectation value of S²: 6.040.

The geometry in ORCA input format:
```
! RIJCOSX wB97M-V def2-TZVPD def2/J DEFGRID3
* xyz 1 5
C 0.54568 2.80906 -5.74050
H 4.83302 2.26389 1.06550
O -2.06240 -0.87841 -2.03484
C -4.52030 -1.21848 2.54568
C 4.24930 -2.21934 1.34746
H 1.56203 0.42957 4.12343
H -0.41538 3.00517 6.38025
H 1.59858 2.29823 -2.56678
H -2.18374 3.77922 0.52271
H -4.46745 0.33917 0.38027
F -0.78617 1.37503 -1.10090
H 3.34523 1.39458 -0.82218
Ru 0.42535 0.54049 0.09715
H 3.17687 1.69688 2.71617
H -4.35681 2.06189 -2.13930
H 4.96545 -1.80065 0.63946
O -0.29982 -1.46323 -0.46013
O -2.15567 -2.98595 -0.78233
C -0.40779 -2.72114 -2.70468
C -5.29838 -2.36486 2.55548
N -3.19003 1.95889 0.53540
C -1.14994 1.79265 4.77182
H -6.37297 -2.28734 2.65321
H -4.02834 1.58052 2.37014
H 7.01757 -1.54663 -3.12538
H -0.66855 2.41022 4.01752
C 5.10090 1.41654 0.43608
C 2.82685 -1.73947 1.06568
C -0.30015 0.02040 1.97285
H -5.02042 -0.26312 2.66440
H -4.13932 4.76393 -0.93821
H -0.10440 1.26649 -7.08007
C 1.29410 -2.70102 -4.38595
C 0.97309 2.38200 0.32099
C -2.35223 0.25196 6.73174
H 4.17944 -0.13505 -0.75563
C 5.10481 -2.28215 -2.48154
S -1.35342 -1.96735 -1.39926
C 1.02963 3.09810 -4.47145
H 0.44367 3.19499 -0.17179
C -2.50348 -0.08753 5.39230
H 1.30642 -4.36126 -5.73678
C -4.88128 1.79401 -1.22053
H 4.25612 0.32140 2.66405
H -3.21519 0.44012 -0.86647
H 2.47256 -2.10367 0.09745
H -6.14627 3.54966 -1.14633
H -1.72040 -4.39517 -2.70281
H 0.29367 0.52630 2.72985
H 1.21415 4.12328 -4.17924
H -2.84616 -4.67265 2.23064
C -0.87515 -3.93227 -3.19111
H 3.16423 0.23712 4.79265
C -3.31796 -3.70534 2.33129
H 5.72414 0.73819 1.01826
H 5.71049 1.79492 -0.38430
C -0.99942 2.13698 6.10512
H -1.48454 1.62356 8.13086
H -0.05977 -1.04861 2.00373
C -3.04172 1.76275 1.92658
H -2.82189 -0.35210 7.49633
P 2.62478 0.07061 1.02915
H -5.68816 1.11934 -1.50352
H 2.44893 -1.07335 3.86945
H -5.93783 2.74075 0.39052
C 0.82073 -3.90559 -4.88440
C -4.69439 -3.61079 2.44809
H 4.29390 -3.30405 1.25168
H 3.08669 -2.77688 -1.97555
C -1.90444 0.67677 4.38950
H 2.15666 -2.24130 -4.85260
C 4.05924 0.04563 -3.56908
H -0.62367 -5.47233 -4.66154
H -5.30074 -4.50662 2.44894
H 3.66326 0.95527 -4.00032
H -1.47353 -2.65146 2.18971
C 2.54508 0.01114 3.92471
H -4.46568 4.51810 0.77155
C 1.03925 0.74045 -3.93803
C 3.74221 -2.03797 -2.42374
H -2.59740 2.64537 2.38375
C 1.25792 2.06893 -3.57222
C -3.12868 -1.29175 2.41922
C -2.54422 -2.55466 2.31302
H 4.57377 -1.96824 2.35683
C 3.87472 0.71896 -0.14982
H -3.09162 -0.95798 5.12892
C 0.28873 1.49375 -6.09852
H 2.12569 -2.12792 1.80792
C -4.26486 4.00289 -0.16762
F 1.85276 2.87806 1.22595
H 6.07841 0.51869 -4.10700
C -3.94046 1.02782 -0.28084
H -2.51511 3.05934 -1.06415
C 0.69565 -2.08270 -3.28950
Si -2.05402 0.20519 2.58860
C -2.92022 3.24406 -0.07267
P 1.42188 -0.50579 -2.66942
C -1.60189 1.36106 7.08818
C 5.42681 -0.19698 -3.62386
H 0.31861 -0.55811 -5.49477
H 5.50541 -3.19985 -2.07052
C 0.53440 0.46173 -5.20304
C 3.20312 0.61023 2.68197
C -5.41393 3.04278 -0.52027
C 5.95425 -1.35558 -3.07523
C 3.20321 -0.86413 -2.95607
C -0.25994 -4.52683 -4.28286
H 0.35830 3.60857 -6.44453
*
```

Results of the Mulliken charge analysis, in e, for atoms 1 through 99: atom 1 (C): -0.670, atom 2 (H): 0.342, atom 3 (O): -0.796, atom 4 (C): -0.392, atom 5 (C): -1.459, atom 6 (H): 0.243, atom 7 (H): 0.441, atom 8 (H): 0.165, atom 9 (H): 0.499, atom 10 (H): 0.515, atom 11 (F): -0.434, atom 12 (H): -0.049, atom 13 (Ru): 1.616, atom 14 (H): 0.462, atom 15 (H): 0.385, atom 16 (H): 0.279, atom 17 (O): -0.270, atom 18 (O): -0.732, atom 19 (C): -0.472, atom 20 (C): -0.783, atom 21 (N): 0.586, atom 22 (C): -0.343, atom 23 (H): 0.439, atom 24 (H): 0.268, atom 25 (H): 0.415, atom 26 (H): 0.319, atom 27 (C): -1.639, atom 28 (C): -0.331, atom 29 (C): 0.765, atom 30 (H): 0.371, atom 31 (H): 0.427, atom 32 (H): 0.427, atom 33 (C): -0.386, atom 34 (C): -1.186, atom 35 (C): -0.788, atom 36 (H): -0.921, atom 37 (C): -0.810, atom 38 (S): 1.616, atom 39 (C): -0.736, atom 40 (H): 0.731, atom 41 (C): -0.336, atom 42 (H): 0.442, atom 43 (C): -0.850, atom 44 (H): 0.570, atom 45 (H): -0.516, atom 46 (H): 0.048, atom 47 (H): 0.459, atom 48 (H): 0.602, atom 49 (H): -0.554, atom 50 (H): 0.465, atom 51 (H): 0.439, atom 52 (C): -0.673, atom 53 (H): 0.457, atom 54 (C): -0.540, atom 55 (H): 0.327, atom 56 (H): 0.459, atom 57 (C): -0.837, atom 58 (H): 0.397, atom 59 (H): 0.357, atom 60 (C): -0.949, atom 61 (H): 0.428, atom 62 (P): 1.443, atom 63 (H): 0.528, atom 64 (H): 0.270, atom 65 (H): 0.271, atom 66 (C): -0.846, atom 67 (C): -0.685, atom 68 (H): 0.444, atom 69 (H): 0.444, atom 70 (C): 0.453, atom 71 (H): 0.621, atom 72 (C): -0.299, atom 73 (H): 0.420, atom 74 (H): 0.392, atom 75 (H): 0.465, atom 76 (H): 0.090, atom 77 (C): -1.305, atom 78 (H): 0.304, atom 79 (C): 0.194, atom 80 (C): -0.413, atom 81 (H): 0.730, atom 82 (C): -0.062, atom 83 (C): 1.436, atom 84 (C): -0.469, atom 85 (H): 0.350, atom 86 (C): 1.647, atom 87 (H): 0.348, atom 88 (C): -0.667, atom 89 (H): 0.491, atom 90 (C): -0.789, atom 91 (F): -0.289, atom 92 (H): 0.487, atom 93 (C): 0.175, atom 94 (H): 0.246, atom 95 (C): -0.527, atom 96 (Si): -0.512, atom 97 (C): -0.824, atom 98 (P): 1.769, atom 99 (C): -0.543

- Which of these has the lowest expectation value of S²?
  C44H54F2NO3P2RuSSi